[1]
DFT (ωB97M-V/def2-TZVPD) results for a single C3H5FIN molecule.

Summary:
Max |F|   5.3 eV Å⁻¹
Energy relative to the best compared isomer or geometry (same formula, charge and spin)   0.00 kcal per mole
Calculated total energy   -15495.31249 eV
Lowest unoccupied orbital energy (alpha / beta)   0.777 / -3.743 eV
Spin multiplicity   3

Each line ends with the Mulliken charge.
Atoms and positions in Å:
C -0.44 -0.08 0.28  0.05
C -1.81 0.58 0.23  -0.83
C 1.65 -0.53 -0.55  0.09
N 0.45 0.11 -0.66  -0.59
F 1.67 -1.51 0.39  -0.28
I 3.33 0.94 -0.11  0.15
H -0.28 -0.61 1.26  0.28
H -1.84 1.51 0.70  0.28
H -2.42 -0.18 0.84  0.25
H -2.26 0.87 -0.88  0.23
H 1.95 -1.10 -1.50  0.37

---

[2]
DFT (ωB97M-V/def2-TZVPD) results for a gas-phase ion, C3H5FN (charge +1).

Summary:
Max |F|   4.1 eV Å⁻¹
Energy relative to the best compared isomer or geometry (same formula, charge and spin)   0.50 kcal per mole
Structure (SMILES)   [NH3+]CC#CF
Calculated total energy   -7389.06035 eV
Lowest unoccupied orbital energy   -4.393 eV
Net charge   +1

Each line ends with the Mulliken charge.
Atoms and positions in Å:
C 1.97 0.25 0.09  -0.19
C 3.17 0.21 -0.06  0.34
C 0.62 0.70 -0.04  -0.31
N -0.28 -0.57 -0.02  -0.40
F 4.37 -0.26 0.01  -0.16
H 0.32 1.09 -1.01  0.35
H 0.19 1.14 0.87  0.28
H -0.18 -0.92 -0.93  0.33
H -1.21 -0.26 0.38  0.37
H 0.01 -1.18 0.74  0.37